Entry 1:
Density functional theory data (ωB97M-V with the def2-TZVPD basis set) for a molecular structure, C22H51BLuN4O2Si2 at a distorted geometry.

Last column: Löwdin charge in e.
Atoms and positions in Å:
O1 2.55 1.42 -1.77  -0.136
O2 0.87 1.99 -3.24  -0.162
C1 2.36 2.12 -0.50  -0.152
C2 3.30 1.70 0.61  -0.054
H1 1.31 1.95 -0.19  0.116
H2 2.51 3.17 -0.75  0.137
H3 2.89 0.85 1.17  0.060
H4 3.37 2.53 1.32  0.099
H5 4.34 1.48 0.33  0.097
C3 3.07 0.05 -1.79  -0.172
C4 4.11 0.05 -2.87  -0.036
H6 2.23 -0.62 -1.97  0.120
H7 3.47 -0.15 -0.81  0.109
H8 3.65 0.37 -3.82  0.076
H9 4.56 -0.92 -3.02  0.097
H10 4.88 0.78 -2.57  0.101
C5 0.05 0.96 -3.90  -0.187
C6 0.62 3.33 -3.81  -0.187
C7 0.78 -0.13 -4.64  -0.049
H11 -0.59 1.51 -4.59  0.122
H12 -0.61 0.55 -3.14  0.109
H13 1.64 0.22 -5.23  0.087
H14 0.02 -0.56 -5.32  0.103
H15 1.13 -0.93 -3.97  0.076
C8 1.57 3.56 -4.95  -0.045
H16 0.64 4.05 -2.99  0.128
H17 -0.40 3.35 -4.18  0.114
H18 2.52 3.07 -4.75  0.083
H19 1.75 4.63 -5.08  0.094
H20 1.15 3.11 -5.86  0.093
H21 1.92 1.81 -2.64  0.082
Lu1 -0.71 -0.97 1.20  1.487
C9 -1.92 0.24 -0.05  -0.450
Si1 -2.83 1.81 -0.37  0.398
H22 -1.96 -0.32 -1.02  -0.003
H23 -0.82 0.63 -0.11  -0.047
C10 -1.68 3.32 -0.23  -0.188
C11 -4.34 1.84 0.71  -0.173
C12 -3.08 1.87 -2.25  -0.187
C13 -0.41 0.66 2.92  -0.411
Si2 -1.21 -0.28 4.33  0.366
H24 -0.99 1.58 2.65  -0.018
H25 0.59 1.02 3.22  -0.031
C14 -3.09 -0.13 4.24  -0.189
C15 -0.54 0.20 6.04  -0.188
C16 -0.95 -2.16 4.17  -0.203
H26 -4.00 2.42 -2.47  0.033
H27 -3.13 0.89 -2.73  0.026
H28 -2.21 2.38 -2.69  0.008
H29 -1.21 3.47 0.75  0.024
H30 -2.26 4.24 -0.47  0.041
H31 -0.85 3.24 -0.97  0.005
H32 -4.06 1.53 1.72  0.013
H33 -5.02 1.07 0.30  0.041
H34 -4.81 2.83 0.72  0.039
H35 -0.18 1.24 6.04  0.025
H36 0.31 -0.42 6.36  0.027
H37 -1.26 0.14 6.87  0.029
H38 0.08 -2.45 3.93  0.013
H39 -1.62 -2.64 3.43  0.010
H40 -1.19 -2.61 5.15  0.049
H41 -3.56 -0.35 5.21  0.038
H42 -3.49 -0.84 3.51  0.020
H43 -3.38 0.89 3.95  0.019
B1 0.78 -4.26 -0.06  -0.395
N1 -0.77 -4.19 0.30  -0.056
C17 -1.61 -5.22 0.50  -0.059
C18 -2.87 -4.70 0.83  -0.053
C19 -2.75 -3.31 0.79  -0.141
N2 -1.44 -2.99 0.56  -0.133
N3 1.59 -3.39 0.97  -0.061
C20 2.61 -3.75 1.75  -0.056
C21 2.94 -2.68 2.59  -0.053
C22 2.04 -1.66 2.29  -0.178
N4 1.23 -2.07 1.26  -0.125
H44 1.03 -3.93 -1.19  0.049
H45 1.10 -5.41 0.09  0.069
H46 -1.27 -6.24 0.40  0.131
H47 -3.73 -5.27 1.09  0.092
H48 -3.50 -2.54 0.92  0.108
H49 3.07 -4.73 1.68  0.135
H50 3.75 -2.63 3.30  0.100
H51 1.93 -0.69 2.78  0.084

As for the total charge: +1. The value obtained for the total energy is -83742.999 eV. The value obtained for the energy relative to the best compared isomer or geometry (same formula, charge and spin) is 0.000 eV. The value obtained for the HOMO-LUMO gap is 8.15 eV.

=====

Entry 2:
Density functional theory data (ωB97M-V with the def2-TZVPD basis set) for 11 unconnected molecules or ions with the total composition C22H51N7O23S4 at a distorted geometry.

Last column: Mulliken spin population.
Atoms and positions in Å:
O1 -3.84 -1.65 1.96  0.000
C1 -4.19 -2.29 0.98  0.000
N1 -5.40 -2.87 0.96  0.000
C2 -3.26 -2.45 -0.24  0.001
H1 -6.02 -2.69 1.74  0.000
H2 -5.62 -3.48 0.19  0.000
H3 -3.20 -3.53 -0.40  -0.003
H4 -2.28 -2.05 -0.03  0.000
H5 -3.70 -1.87 -1.05  0.000
O2 0.64 -1.87 0.96  0.003
C3 0.41 -0.71 0.91  0.000
N2 -0.73 -0.35 1.44  0.001
C4 1.36 0.21 0.18  0.000
H6 -1.16 -1.14 1.91  0.000
H7 -1.28 0.46 1.18  0.000
H8 2.23 -0.32 -0.21  0.000
H9 1.79 0.89 0.91  0.000
H10 1.01 0.77 -0.68  0.000
O3 -0.51 5.42 -2.87  0.000
C5 -0.78 4.59 -2.01  0.000
N3 -1.83 4.77 -1.28  0.000
C6 -0.05 3.28 -1.87  0.000
H11 -2.07 4.12 -0.54  0.000
H12 -2.47 5.48 -1.60  0.000
H13 0.95 3.44 -1.47  0.000
H14 -0.05 2.64 -2.75  0.000
H15 -0.55 2.65 -1.13  0.000
O4 -0.99 -6.00 -1.53  0.893
C7 -0.96 -5.44 -0.43  -0.005
N4 0.01 -4.56 -0.29  0.051
C8 -1.85 -5.76 0.70  0.035
H16 0.57 -4.33 -1.09  -0.001
H17 0.24 -3.97 0.49  0.011
H18 -2.14 -4.96 1.37  0.013
H19 -1.19 -6.41 1.28  -0.004
H20 -2.74 -6.24 0.30  0.004
O5 -2.74 2.12 0.42  0.000
C9 -3.70 1.70 0.98  0.000
N5 -3.77 1.70 2.37  0.000
C10 -4.93 1.24 0.24  0.000
H21 -2.96 2.08 2.84  0.000
H22 -4.61 1.57 2.90  0.000
H23 -4.55 0.64 -0.59  0.000
H24 -5.45 2.13 -0.12  0.000
H25 -5.61 0.80 0.96  0.000
O6 5.32 1.43 -3.91  0.000
C11 4.31 2.17 -4.03  0.000
N6 4.14 2.60 -5.29  0.000
C12 3.35 2.54 -2.89  0.000
H26 3.24 2.99 -5.53  0.000
H27 4.87 2.52 -5.98  0.000
H28 3.35 1.87 -2.04  0.000
H29 2.39 2.64 -3.40  0.000
H30 3.49 3.58 -2.59  0.000
O7 -1.03 -4.19 5.10  0.000
C13 -1.91 -3.80 4.36  0.000
N7 -1.86 -2.48 3.97  0.000
C14 -3.08 -4.63 4.08  0.001
H31 -2.62 -2.08 3.43  0.000
H32 -1.23 -1.86 4.45  0.000
H33 -2.74 -5.53 3.56  -0.001
H34 -3.68 -4.06 3.37  0.000
H35 -3.66 -4.86 4.98  0.000
C15 -1.42 -0.78 -4.42  0.000
C16 -1.83 -0.06 -3.12  0.000
O8 -0.87 -0.41 -2.19  0.000
S1 0.53 -1.04 -2.84  0.001
O9 0.87 -2.27 -2.08  0.003
O10 1.55 -0.05 -3.09  0.000
O11 -0.22 -1.45 -4.22  0.000
H36 -1.14 -0.10 -5.22  0.000
H37 -2.30 -1.40 -4.60  0.000
H38 -2.81 -0.28 -2.70  0.000
H39 -1.90 1.02 -3.23  0.000
C17 3.31 -4.48 -3.12  0.000
C18 3.99 -3.13 -3.37  0.000
O12 4.76 -2.93 -2.21  0.000
S2 4.18 -3.74 -0.88  0.000
O13 3.61 -2.88 0.15  0.000
O14 5.19 -4.71 -0.51  0.000
O15 2.93 -4.49 -1.74  0.000
H40 4.04 -5.27 -3.28  0.000
H41 2.44 -4.68 -3.75  0.000
H42 3.23 -2.37 -3.20  0.000
H43 4.33 -2.88 -4.38  0.000
C19 5.11 2.52 1.12  0.000
C20 5.08 3.22 2.55  0.000
O16 3.83 3.95 2.59  0.000
S3 3.05 4.13 1.16  0.000
O17 3.15 5.56 0.73  0.000
O18 1.74 3.45 1.18  0.000
O19 4.20 3.20 0.30  0.000
H44 4.73 1.50 1.08  0.000
H45 6.12 2.57 0.72  0.000
H46 5.91 3.93 2.48  0.000
H47 5.25 2.55 3.39  0.000
C21 -0.12 5.18 3.21  0.000
C22 -1.37 4.34 2.97  0.000
O20 -1.53 3.38 4.00  0.000
S4 0.01 2.84 4.40  0.000
O21 0.56 1.86 3.46  0.000
O22 0.07 2.59 5.87  0.000
O23 0.61 4.43 4.15  0.000
H48 -0.49 6.10 3.66  0.000
H49 0.44 5.52 2.35  0.000
H50 -1.21 3.98 1.95  0.000
H51 -2.26 4.95 3.02  0.000

As for the multiplicity: 2. As for the total charge: +1. The value obtained for the total energy is -124493.136 eV. As for the expectation value of S²: 0.75. The value obtained for the HOMO-LUMO gap (alpha / beta) is 7.74 / 2.48 eV.

=====

Entry 3:
Density functional theory data (ωB97M-V with the def2-TZVPD basis set) for a molecular structure, C22H52F2HgN3O11S2 at a distorted geometry.

Last column: Löwdin charge in e.
Atoms and positions in Å:
Hg1 -1.58 -0.11 -2.10  1.350
N1 -0.33 0.57 -0.40  -0.369
S1 -0.34 0.64 1.19  0.484
O1 -0.34 1.99 1.80  -0.243
O2 0.35 -0.43 1.89  -0.247
F1 -1.90 0.26 1.37  -0.195
S2 1.34 0.98 -0.39  0.564
O3 2.29 -0.07 -0.07  -0.243
O4 1.66 2.38 -0.13  -0.228
F2 1.53 0.95 -1.98  -0.199
N2 5.93 1.92 -3.24  0.019
C1 5.83 0.69 -2.67  -0.146
C2 5.27 0.81 -1.42  -0.121
C3 4.98 2.12 -1.26  -0.143
C4 5.43 2.82 -2.33  -0.149
H1 6.31 2.08 -4.16  0.154
H2 6.26 -0.13 -3.22  0.106
H3 5.13 0.04 -0.67  0.101
H4 4.53 2.57 -0.38  0.103
H5 5.56 3.86 -2.58  0.112
N3 -1.72 -2.58 5.38  0.029
C5 -1.71 -2.25 4.06  -0.133
C6 -2.89 -1.60 3.81  -0.117
C7 -3.58 -1.57 5.02  -0.130
C8 -2.85 -2.15 5.97  -0.161
H6 -0.97 -3.02 5.89  0.164
H7 -0.88 -2.45 3.40  0.104
H8 -3.28 -1.18 2.90  0.083
H9 -4.56 -1.14 5.14  0.115
H10 -3.11 -2.26 7.01  0.137
C9 -1.92 -4.34 -0.08  -0.040
C10 -1.82 -2.90 0.27  -0.302
O5 -2.13 -2.05 -0.80  -0.167
H11 -1.52 -4.62 -1.06  0.077
H12 -2.97 -4.62 -0.15  0.091
H13 -1.43 -4.99 0.65  0.095
H14 -0.82 -2.49 0.42  0.088
H15 -2.45 -2.59 1.10  0.113
H16 -2.74 -2.55 -1.35  0.098
C11 -5.34 1.52 -1.47  -0.070
C12 -4.57 0.80 -0.42  -0.270
O6 -3.22 0.97 -0.77  -0.183
H17 -4.89 1.35 -2.45  0.079
H18 -5.50 2.58 -1.32  0.094
H19 -6.32 1.06 -1.61  0.088
H20 -4.79 -0.26 -0.36  0.124
H21 -4.81 1.09 0.60  0.141
H22 -2.90 1.87 -0.78  0.044
C13 2.81 4.05 -4.07  -0.044
C14 1.22 4.03 -3.90  -0.332
O7 0.66 3.13 -4.75  -0.058
H23 3.27 4.76 -3.38  0.067
H24 3.00 4.39 -5.09  0.068
H25 3.31 3.09 -3.98  0.053
H26 0.70 4.98 -3.96  0.102
H27 1.08 3.73 -2.86  0.080
H28 -0.09 2.68 -4.36  0.065
C15 -1.15 5.31 -1.38  -0.058
C16 -1.65 3.93 -0.97  -0.254
O8 -2.72 3.52 -1.87  -0.097
H29 -1.59 6.19 -0.91  0.083
H30 -1.01 5.48 -2.45  0.069
H31 -0.13 5.43 -1.00  0.081
H32 -1.96 3.81 0.06  0.122
H33 -0.89 3.16 -1.06  0.071
H34 -2.37 2.94 -2.55  0.057
C17 0.62 0.52 5.19  -0.062
C18 -0.79 1.11 5.06  -0.291
O9 -1.65 0.60 6.10  -0.095
H35 1.08 0.67 4.21  0.051
H36 0.52 -0.56 5.32  0.063
H37 1.19 1.04 5.95  0.079
H38 -1.30 0.81 4.14  0.073
H39 -0.87 2.19 5.05  0.114
H40 -2.00 -0.25 5.84  0.002
C19 1.09 -3.66 -2.93  -0.048
C20 1.11 -2.26 -2.36  -0.287
O10 0.15 -1.49 -3.07  -0.138
H41 1.66 -4.32 -2.28  0.085
H42 1.51 -3.64 -3.93  0.090
H43 0.09 -4.10 -2.97  0.076
H44 2.14 -1.90 -2.28  0.134
H45 0.77 -2.33 -1.33  0.089
H46 0.43 -1.53 -3.99  0.115
C21 2.33 -5.37 0.83  -0.066
C22 1.81 -3.94 1.14  -0.288
O11 2.86 -3.01 0.78  -0.084
H47 2.67 -5.48 -0.20  0.064
H48 1.55 -6.09 1.08  0.070
H49 3.18 -5.52 1.50  0.078
H50 1.59 -3.86 2.20  0.111
H51 0.98 -3.70 0.48  0.065
H52 2.51 -2.12 0.72  0.030

As for the total charge: +1. The value obtained for the total energy is -81915.691 eV. The value obtained for the HOMO-LUMO gap is 2.59 eV.